C3LiNaO6 | ωB97M-V with the def2-TZVPD basis set

```
11
Properties=species:S:1:pos:R:3:forces:R:3
O 0.99760 1.66175 -0.58936 0.33 0.17 0.33
C 0.31399 0.73524 -0.15701 -0.14 -0.30 -0.53
O 1.20566 -0.23020 0.47312 0.83 0.76 0.07
C 0.85492 -1.58390 0.56402 -0.42 -1.03 -0.39
O -0.35361 -1.86964 0.41073 -0.06 0.37 -0.06
O 1.82144 -2.33574 0.72434 0.13 0.30 0.21
Na 3.10324 0.89885 0.02928 -0.81 -0.30 0.01
C -3.29536 1.04203 0.15590 0.32 -1.64 0.08
O -3.21276 0.60175 -1.00644 -0.06 0.65 -0.26
O -2.94289 0.44508 1.18828 -0.17 0.86 0.09
Li -1.57458 -0.45001 -0.19597 0.04 0.15 0.45
```
Forces are in eV/Å.

Its net charge is -1. As for the gap between HOMO and LUMO (spin up / spin down): 4.2782 / 5.6589 eV. The multiplicity is 2. The molecular weight comes out at 161.96 g mol⁻¹.

What are the natural (NBO) partial charges on each atom? They are as follows, in elementary charge units: number 1, O, carries -0.802; number 2, C, carries 0.350; number 3, O, carries -0.727; number 4, C, carries 0.970; number 5, O, carries -0.830; number 6, O, carries -0.765; number 7, Na, carries 0.904; number 8, C, carries 0.611; number 9, O, carries -0.784; number 10, O, carries -0.754; number 11, Li, carries 0.827